[1]
The following is a quantum chemistry calculation of an isolated ion of composition H4NO3SSi and charge -1 at a distorted geometry, from OMol25.

Geometry as XYZ:
```
10
Properties=species:S:1:pos:R:3
S -1.2661 -0.2955 0.1204
Si 0.5595 0.8878 0.3525
O -2.4314 0.5449 -0.1600
O -1.5337 -1.2620 1.1944
O -0.8732 -1.1178 -1.1717
N 1.6449 -0.6288 -0.5481
H 0.7810 0.9914 1.7977
H 0.2759 2.3773 0.1070
H 2.6805 -0.5292 -0.5082
H 0.1626 -0.9681 -1.1838
```

Its total charge is -1. As for the largest force on an atom: 4.366 eV Å⁻¹. The HOMO energy is -0.149 Eh. As for the energy relative to the best compared isomer or geometry (same formula, charge and spin): 177.84 kJ/mol. The orbital gap is 0.2939 Eh.

[2]
The following is a quantum chemistry calculation of a 2-piece molecular cluster, C6H12 overall at a distorted geometry, from OMol25.

Geometry as XYZ:
```
18
Properties=species:S:1:pos:R:3
C -0.0721 0.3044 0.2614
C 0.6769 -0.7115 0.6950
C -1.5082 -0.0279 -0.1174
C -1.6860 -0.6363 -1.4979
C 2.1471 -0.5145 0.9647
C 0.4251 1.5436 -0.1648
H 2.5660 -1.3994 1.4430
H -0.1019 2.1118 -0.9144
H -1.1645 0.0066 -2.2200
H 1.4763 1.7696 -0.0374
H 2.7831 -0.3322 0.0922
H -1.7986 -0.7527 0.6480
H 2.3578 0.3065 1.6593
H -0.3640 1.6842 1.4335
H 0.3998 -1.7564 0.7360
H -2.7167 -0.6432 -1.8509
H -2.1545 0.8391 0.0302
H -1.2112 -1.6076 -1.6072
```

As for the largest force on an atom: 4.602 eV Å⁻¹. The HOMO energy is -0.277 Eh. As for the energy relative to the best compared isomer or geometry (same formula, charge and spin): 438.89 kJ/mol. The orbital gap is 0.2780 Eh.

[3]
The following is a quantum chemistry calculation of C38H50N9O3SV as an isolated structure, from OMol25.

Geometry as XYZ:
```
102
Properties=species:S:1:pos:R:3
V -1.2176 -0.0904 -0.7674
S -0.7590 -0.0059 2.8217
O 0.4594 -1.0421 0.1480
O -0.1903 0.0462 -2.5678
O 0.6634 -2.8263 -2.0551
N -0.1348 2.1258 1.2030
N -0.4086 -0.2034 -5.9822
N -3.9182 -2.1899 2.1596
N -2.6527 -1.0873 0.3656
N -2.7551 1.0869 -1.6688
N -0.1477 -4.3137 0.0976
N 1.2152 1.7460 2.9507
N -1.0978 1.7291 0.3317
N -0.2234 0.4958 -4.8038
C 1.7084 -4.1331 1.7798
C -0.9008 -1.5661 -4.2872
C -0.6448 6.2120 0.4401
C -0.7213 0.5040 -7.2158
C 0.6266 -3.4099 0.9707
C -1.6695 6.7259 1.2250
C 2.2566 3.1896 -5.3335
C -4.0105 -1.7570 4.5694
C -3.5707 0.7356 -2.6635
C 0.4816 4.0016 -3.9262
C -2.7408 5.9200 1.5785
C -1.7669 4.0865 0.3584
C -5.5030 -2.0797 4.5284
C -0.4417 -0.3374 -3.7374
C -0.1657 -5.5208 2.9019
C -4.4346 2.9419 -2.8433
C -3.2412 -1.6290 1.2010
C -2.7919 4.6029 1.1416
C 1.2801 -2.2204 0.2269
C -1.3651 -4.8476 0.7106
C 0.1211 1.3648 2.2422
C -1.2786 -2.3961 -6.7075
C 1.2774 -5.4697 2.3906
C -1.1686 -5.8912 1.8073
C -3.5993 3.3140 -1.8058
C -4.4302 1.6247 -3.2799
C -3.2720 -2.4764 3.4524
C -0.6896 4.8955 0.0113
C -0.8744 -1.4332 -5.6483
C -1.8417 2.6846 -0.1303
C -5.3588 -2.4518 2.0501
C 0.4320 1.7576 -4.7513
C 1.7413 -2.5248 -1.1878
C 1.6385 1.9504 -5.4076
C -2.7713 2.3570 -1.2232
C 1.6826 4.2119 -4.5907
C -6.1000 -1.7296 3.1662
C -0.1553 2.7741 -4.0126
H -0.4989 -2.4984 -7.4624
H 2.1569 -1.9386 0.8190
H -6.0290 -0.6513 2.9990
H 1.4075 -6.2745 1.6602
H 1.3280 1.3679 3.8732
H -5.6517 -3.1469 4.7262
H -2.1905 -2.0662 -7.2096
H 3.1954 3.3515 -5.8456
H -3.5185 -0.3002 -2.9789
H -0.0839 -2.9691 1.6746
H -6.0263 -1.5379 5.3162
H 0.1959 6.8377 0.1696
H -1.9090 -3.9940 1.1047
H -3.6263 3.9695 1.4193
H 0.0706 -3.4015 -1.5267
H -7.1565 -1.9989 3.1233
H -2.2324 -2.1555 3.3891
H -0.8395 -6.8308 1.3504
H -3.5369 6.3140 2.1965
H -1.6292 7.7527 1.5636
H 2.1730 5.1740 -4.5286
H -3.5758 -2.0516 5.5257
H -0.2335 -6.2752 3.6878
H 1.6351 2.6335 2.7288
H -0.4361 -4.5688 3.3720
H -5.6918 -2.1304 1.0648
H 1.9656 -5.7030 3.2044
H -3.8521 -0.6811 4.4577
H -1.9874 -5.2751 -0.0799
H -1.0963 2.5932 -3.5083
H 0.2398 -0.7902 1.0898
H 0.0342 4.7982 -3.3459
H 2.0886 1.1355 -5.9608
H -1.7727 0.3825 -7.4795
H -0.5137 1.5603 -7.0747
H -5.5109 -3.5331 2.1260
H -5.0740 1.2911 -4.0810
H 2.5896 -4.2965 1.1495
H 2.2444 -1.6443 -1.5887
H -1.4653 -3.3719 -6.2673
H -0.0958 0.1344 -8.0258
H -3.2966 -3.5604 3.6057
H 0.1197 4.4813 -0.5773
H 0.4429 -5.0916 -0.1859
H 2.0250 -3.4507 2.5732
H -3.5771 4.3310 -1.4428
H 2.4740 -3.3427 -1.1511
H -2.1476 -6.1002 2.2506
H -1.1141 -2.4578 -3.7291
H -5.0830 3.6731 -3.3074
```

Its total charge is +1. Its expectation value of S² is 3.76. As for the largest force on an atom: 0.851 eV Å⁻¹. The HOMO energy (spin up / spin down) is -0.344 / -0.355 Eh. As for the energy relative to the best compared isomer or geometry (same formula, charge and spin): 180.32 kJ/mol. As for the spin multiplicity: 4. The orbital gap (spin up / spin down) is 0.2586 / 0.2619 Eh.

[4]
The following is a quantum chemistry calculation of C10H10Br3F3O9 as an isolated structure at a distorted geometry, from OMol25.

Geometry as XYZ:
```
35
Properties=species:S:1:pos:R:3
Br -6.2604 -2.4939 -4.7338
Br -6.8781 0.1594 -2.9808
Br -8.3833 -2.6099 -2.2561
F -9.0502 1.6168 4.7144
F 12.0001 0.2358 -0.6351
F 0.3577 -1.4174 -4.9181
O -6.4803 4.3013 5.9687
O -7.7463 3.2600 4.3004
O -0.2463 -0.8787 -2.7101
O -6.2620 2.0911 5.3869
O -1.0671 -1.2946 -0.6264
O 9.2034 0.4820 0.7846
O 7.5430 -0.3419 -0.7788
O 9.7580 0.1606 -1.3083
O 0.1735 -2.7873 -1.7941
C -0.4186 -1.6230 -1.6143
C 1.0351 -2.7182 -2.9598
C -6.8053 3.3042 5.3234
C 10.8749 0.8993 -0.6989
C -6.6691 1.2680 4.3106
C 8.6844 0.0858 -0.4478
C -7.9974 1.9031 3.9373
C -6.7345 -1.8303 -2.9183
C 10.4091 1.1305 0.6896
C 0.8136 -1.3958 -3.5838
H 0.7100 -3.4120 -3.7350
H -5.9491 -2.2126 -2.2663
H 11.0408 0.6336 1.4259
H 1.7017 -0.7645 -3.6124
H -6.6677 0.1783 4.3377
H 11.1258 1.8396 -1.1898
H 2.0361 -3.1264 -2.8205
H -5.8746 1.4290 3.5819
H -8.2258 1.7501 2.8825
H 10.2491 2.1781 0.9449
```

As for the largest force on an atom: 6.262 eV Å⁻¹. The HOMO energy is -0.383 Eh. As for the energy relative to the best compared isomer or geometry (same formula, charge and spin): 196.26 kJ/mol. The orbital gap is 0.3698 Eh.

[5]
The following is a quantum chemistry calculation of one molecule with the formula C5H7NO at a distorted geometry, from OMol25.

Geometry as XYZ:
```
14
Properties=species:S:1:pos:R:3
O 0.6783 -1.1781 0.5465
N 2.2100 -0.2424 -0.9787
C -0.4675 -1.4447 -0.1787
C 0.3340 1.0506 -0.0585
C -1.5142 -0.4632 0.2425
C -0.9385 0.8720 0.7288
C 1.1253 -0.0150 -0.1203
H 0.5652 1.9309 -0.6420
H -1.9907 -1.0705 1.0375
H -1.6397 1.6944 0.5778
H 1.8120 -0.6394 -1.8273
H -0.7081 0.8206 1.7994
H 2.7960 -0.9740 -0.5821
H -2.2620 -0.3411 -0.5448
```

As for the largest force on an atom: 1.057 eV Å⁻¹. The HOMO energy is -0.307 Eh. As for the energy relative to the best compared isomer or geometry (same formula, charge and spin): 424.42 kJ/mol. The orbital gap is 0.3168 Eh.

[6]
The following is a quantum chemistry calculation of a 2-piece molecular cluster, C2H7N2OS overall at a distorted geometry, from OMol25.

Geometry as XYZ:
```
13
Properties=species:S:1:pos:R:3
S -1.1523 -0.7908 0.0684
O -0.2110 0.3642 0.4714
N 4.0447 -0.9782 1.8396
N 2.3845 0.4786 0.9555
C -2.0725 0.1545 -1.2143
C 3.2530 -0.2996 1.2819
H -2.0505 -0.5996 1.0056
H 2.3095 1.3894 1.3620
H 5.0171 -1.2103 1.6365
H -1.7062 1.1973 -1.0828
H -3.2232 0.1847 -1.0483
H -1.7498 -0.3637 -2.0202
H 0.7317 0.0833 0.4517
```

Its total charge is +1. As for the largest force on an atom: 4.282 eV Å⁻¹. The HOMO energy is -0.518 Eh. As for the energy relative to the best compared isomer or geometry (same formula, charge and spin): 226.20 kJ/mol. The orbital gap is 0.3652 Eh.